Entry 1:
ORCA calculation (ωB97M-V with the def2-TZVPD basis set) on a structure of composition C50H39Cl2CuN5O2P2 at a distorted geometry.

Geometry as XYZ:
```
101
Properties=species:S:1:pos:R:3
Cu -0.78 -1.37 -0.50
Cl 0.63 -4.90 -5.85
C 0.59 -4.38 -4.21
C 0.44 -3.03 -3.92
C 0.35 -2.58 -2.60
N 0.29 -1.24 -2.22
C 0.34 -0.25 -3.15
O 0.26 -0.36 -4.37
C 0.49 1.12 -2.62
C 0.32 2.16 -3.50
C 0.32 3.49 -3.11
C 0.51 3.77 -1.74
C 0.75 2.77 -0.86
N 0.78 1.41 -1.27
C 0.35 -3.55 -1.56
C 0.58 -4.89 -1.88
C 0.71 -5.31 -3.18
Cl 0.96 -6.98 -3.52
N 0.04 -3.14 -0.29
C 0.42 -3.80 0.81
O 1.21 -4.74 0.89
C -0.17 -3.24 2.08
C 0.32 -3.69 3.30
C -0.23 -3.20 4.47
C -1.27 -2.28 4.37
C -1.68 -1.89 3.11
N -1.14 -2.34 1.99
H 0.38 -2.33 -4.73
H 0.15 1.88 -4.53
H 0.17 4.29 -3.81
H 0.48 4.79 -1.38
H 0.95 2.93 0.19
H 0.64 -5.60 -1.07
H 1.12 -4.41 3.29
H 0.12 -3.53 5.43
H -1.75 -1.89 5.25
H -2.48 -1.17 2.98
C -1.39 1.56 1.04
N -0.14 1.22 1.71
C 0.66 0.12 1.26
P 1.69 0.46 -0.24
C 2.57 -0.98 -0.83
C 2.74 -2.05 0.03
C 3.49 -3.14 -0.39
C 4.06 -3.14 -1.65
C 3.93 -2.04 -2.48
C 3.20 -0.94 -2.08
C 3.13 1.47 0.25
C 3.71 2.29 -0.72
C 4.94 2.88 -0.47
C 5.61 2.62 0.71
C 5.04 1.80 1.67
C 3.79 1.23 1.44
C 0.02 1.71 3.00
C -0.49 2.98 3.31
C -0.41 3.49 4.59
C 0.20 2.77 5.60
C 0.74 1.53 5.30
C 0.65 1.00 4.02
P -2.22 0.28 -0.04
C -3.96 0.34 0.55
C -4.33 0.52 1.88
C -5.66 0.59 2.23
C -6.64 0.48 1.26
C -6.29 0.24 -0.06
C -4.95 0.16 -0.41
C -2.49 1.22 -1.58
C -2.80 2.58 -1.61
C -3.04 3.20 -2.82
C -2.99 2.48 -4.00
C -2.73 1.12 -3.98
C -2.48 0.50 -2.77
H -1.25 2.44 0.40
H -2.11 1.83 1.83
H 0.05 -0.76 1.00
H 1.36 -0.18 2.03
H 2.28 -2.06 1.00
H 3.58 -4.00 0.26
H 4.63 -3.99 -1.98
H 4.39 -2.04 -3.46
H 3.08 -0.09 -2.73
H 3.21 2.48 -1.65
H 5.39 3.52 -1.21
H 6.59 3.06 0.89
H 5.57 1.58 2.58
H 3.35 0.61 2.20
H -0.95 3.58 2.53
H -0.84 4.46 4.80
H 0.26 3.16 6.60
H 1.23 0.95 6.06
H 1.03 0.01 3.86
H -3.58 0.62 2.65
H -5.94 0.73 3.26
H -7.68 0.58 1.52
H -7.05 0.13 -0.82
H -4.68 -0.03 -1.44
H -2.87 3.15 -0.70
H -3.26 4.26 -2.84
H -3.18 2.98 -4.94
H -2.69 0.55 -4.89
H -2.27 -0.57 -2.74
```

LUMO level (alpha / beta) = -0.03 / -0.50 eV
HOMO energy (alpha / beta) = -0.2323 / -0.2400 Ha
spin multiplicity = 2
net charge = 0
⟨S²⟩ = 0.783
Kohn-Sham gap (alpha / beta) = 0.231 / 0.222 hartree

Atomic partial charges in e from the Mulliken method, atoms 1 to 8: -1.37 -0.24 -0.16 -0.56 0.15 1.85 -0.48 -0.79

***

Entry 2:
ORCA calculation (ωB97M-V with the def2-TZVPD basis set) on a structure of composition C50H39Cl5NNiOP2.

Geometry as XYZ:
```
99
Properties=species:S:1:pos:R:3
Ni -0.19 0.10 -0.03
C 2.03 -0.54 -2.45
P 0.38 0.29 -2.52
C -0.31 -0.39 -4.09
C -1.65 -0.11 -4.37
C -2.25 -0.58 -5.53
C -1.53 -1.36 -6.42
C -0.20 -1.66 -6.14
C 0.40 -1.17 -4.99
C 0.88 1.97 -3.11
C 1.92 2.62 -2.45
C 2.29 3.91 -2.81
C 1.62 4.57 -3.83
C 0.59 3.93 -4.50
C 0.22 2.64 -4.14
C 2.66 -0.29 -1.11
C 3.99 -0.36 -0.74
C 4.02 -0.16 0.66
C 2.71 0.01 1.06
C 2.15 0.30 2.43
P 0.34 -0.03 2.47
C 0.18 -1.74 3.11
C 1.23 -2.59 3.42
C 0.99 -3.91 3.79
C -0.30 -4.39 3.87
C -1.36 -3.56 3.55
C -1.12 -2.25 3.15
C -0.16 0.96 3.94
C 0.04 2.34 3.89
C -0.39 3.17 4.92
C -1.04 2.63 6.02
C -1.25 1.26 6.08
C -0.81 0.44 5.05
N 1.88 -0.06 -0.02
H 2.67 -0.20 -3.26
H 1.84 -1.61 -2.59
H -2.23 0.47 -3.66
H -3.29 -0.35 -5.72
H -2.00 -1.74 -7.31
H 0.37 -2.27 -6.83
H 1.44 -1.41 -4.80
H 2.43 2.13 -1.64
H 3.09 4.40 -2.27
H 1.90 5.58 -4.10
H 0.05 4.43 -5.30
H -0.59 2.16 -4.68
H 4.84 -0.52 -1.39
H 4.89 -0.13 1.30
H 2.29 1.34 2.71
H 2.66 -0.29 3.20
H 2.25 -2.25 3.35
H 1.83 -4.56 4.02
H -0.49 -5.42 4.16
H -2.38 -3.93 3.58
H -1.95 -1.62 2.84
H 0.50 2.79 3.02
H -0.23 4.24 4.85
H -1.38 3.27 6.82
H -1.76 0.82 6.93
H -0.99 -0.63 5.13
C -0.34 5.02 -0.18
C -1.32 4.26 -0.81
C -1.26 2.87 -0.75
C -0.25 2.17 -0.09
C 0.73 2.98 0.50
C 0.69 4.37 0.47
H -0.38 6.10 -0.22
H -2.13 4.75 -1.34
H -2.05 2.31 -1.25
H 1.60 2.51 0.95
H 1.48 4.95 0.94
Cl -1.89 -2.24 -1.88
C -2.90 -1.20 -0.89
C -2.31 -0.26 -0.04
C -3.24 0.42 0.75
Cl -2.68 1.54 1.96
C -4.62 0.26 0.66
Cl -5.71 1.17 1.65
C -5.15 -0.66 -0.24
Cl -6.86 -0.88 -0.37
C -4.28 -1.41 -1.01
Cl -4.93 -2.59 -2.11
C 2.10 -3.50 0.07
C 0.60 -3.37 0.19
O 0.06 -2.30 0.38
C -0.23 -4.62 0.14
C 0.30 -5.84 -0.25
C -0.50 -6.98 -0.27
C -1.83 -6.90 0.11
C -2.37 -5.68 0.50
C -1.57 -4.55 0.52
H 2.57 -2.54 0.28
H 2.37 -3.81 -0.94
H 2.46 -4.26 0.77
H 1.34 -5.92 -0.55
H -0.08 -7.93 -0.58
H -2.45 -7.78 0.09
H -3.41 -5.61 0.79
H -1.97 -3.59 0.82
```

LUMO level (alpha / beta) = 2.33 / 2.33 eV
HOMO energy (alpha / beta) = -0.1565 / -0.1704 Ha
spin multiplicity = 3
net charge = -1
⟨S²⟩ = 2.010
Kohn-Sham gap (alpha / beta) = 0.242 / 0.256 hartree
energy above the lowest of the compared OMol25 structures with the same formula, charge and spin = 32.9 kJ/mol

Atomic partial charges in e from the Mulliken method, atoms 1 to 8: 0.64 -1.28 1.13 0.61 -0.36 -0.77 -0.61 -0.78

***

Entry 3:
ORCA calculation (ωB97M-V with the def2-TZVPD basis set) on a structure of composition C50H39F10InN6O3PS at a distorted geometry.

Geometry as XYZ:
```
111
Properties=species:S:1:pos:R:3
In 18.75 15.69 14.05
F 25.00 13.66 15.91
C 24.71 14.93 15.50
C 23.39 15.27 15.41
C 23.04 16.52 14.92
C 21.66 16.73 14.51
O 20.83 15.77 14.73
C 21.42 18.00 13.94
C 22.38 19.00 13.99
N 23.66 18.83 14.45
C 24.55 19.92 14.34
C 24.98 20.72 15.53
C 24.12 21.37 14.49
C 24.04 17.55 14.87
C 25.39 17.15 15.01
C 25.77 15.84 15.21
N 27.08 15.45 15.08
C 27.35 14.25 14.29
C 28.80 13.83 14.06
N 29.67 15.12 13.86
C 29.65 15.92 15.11
C 28.16 16.40 15.41
C 20.11 18.35 13.25
O 19.71 19.50 13.10
O 19.36 17.28 12.86
H 22.57 14.64 15.59
H 22.16 19.97 13.59
H 25.26 19.86 13.55
H 26.08 20.96 15.46
H 24.51 20.50 16.49
H 24.62 22.04 13.80
H 23.05 21.51 14.66
H 26.20 17.89 14.97
H 26.80 14.32 13.31
H 26.92 13.34 14.74
H 28.84 13.20 13.15
H 29.20 13.20 14.89
H 29.29 15.69 13.07
H 30.70 14.98 13.59
H 30.25 16.86 14.92
H 30.12 15.31 15.89
H 28.10 17.31 14.78
H 28.06 16.73 16.46
N 14.79 16.45 16.06
C 13.68 16.72 15.24
C 12.31 16.63 15.71
C 11.27 16.96 14.85
C 11.55 17.29 13.51
C 12.86 17.36 13.07
C 13.92 17.11 13.92
S 15.47 17.30 13.23
N 16.50 16.56 14.37
C 16.09 16.48 15.62
C 17.11 16.12 16.61
C 16.71 15.86 17.96
C 17.60 15.26 18.84
C 18.95 15.14 18.41
C 19.31 15.71 17.20
N 18.38 16.13 16.28
H 14.63 16.28 17.06
H 12.14 16.19 16.69
H 10.24 16.96 15.23
H 10.74 17.63 12.89
H 13.12 17.53 11.98
H 15.66 16.06 18.24
H 17.29 15.02 19.84
H 19.67 14.62 19.03
H 20.38 15.83 16.92
F 21.26 7.54 15.48
C 20.39 8.31 16.21
F 21.01 8.60 17.37
F 19.35 7.45 16.54
C 19.92 9.50 15.45
C 18.83 9.33 14.64
C 18.29 10.44 14.02
C 18.91 11.70 14.22
C 20.09 11.84 14.99
C 20.51 10.72 15.66
P 18.05 13.16 13.68
C 16.40 12.82 14.39
C 16.31 12.73 15.79
C 15.13 12.54 16.46
C 13.95 12.47 15.68
C 14.01 12.38 14.32
C 15.21 12.60 13.66
C 12.59 12.49 16.31
F 12.64 12.98 17.61
F 11.73 13.38 15.65
F 11.93 11.30 16.38
C 18.00 13.11 11.87
C 18.89 12.34 11.09
C 18.84 12.44 9.72
C 18.09 13.45 9.05
C 17.20 14.20 9.87
C 17.17 14.04 11.20
C 18.37 13.75 7.67
F 19.69 13.91 7.45
F 17.94 12.89 6.71
F 17.85 15.02 7.35
H 18.40 8.35 14.59
H 17.44 10.34 13.34
H 20.58 12.82 15.07
H 21.39 10.79 16.33
H 17.28 12.68 16.30
H 15.14 12.48 17.56
H 13.09 12.32 13.72
H 15.13 12.58 12.55
H 19.55 11.56 11.53
H 19.52 11.82 9.12
H 16.61 15.06 9.45
H 16.46 14.66 11.75
```

LUMO level = -7.71 eV
HOMO energy = -0.5000 Ha
spin multiplicity = 1
net charge = +3
Kohn-Sham gap = 0.217 hartree
energy above the lowest of the compared OMol25 structures with the same formula, charge and spin = 0.0 kJ/mol

Atomic partial charges in e from the Mulliken method, atoms 1 to 8: 1.99 -0.37 0.37 -0.87 0.05 1.04 -0.63 -0.21

***

Entry 4:
ORCA calculation (ωB97M-V with the def2-TZVPD basis set) on a structure of composition C50H40Cl5N3O3P2SZn.

Geometry as XYZ:
```
105
Properties=species:S:1:pos:R:3
Zn -0.26 -0.26 0.96
C 1.43 6.93 3.00
C 0.93 5.54 3.28
C 1.75 4.43 3.10
C 1.29 3.15 3.35
C -0.02 2.97 3.79
C -0.84 4.06 4.01
C -0.36 5.34 3.75
S -0.63 1.32 3.97
O 0.49 0.50 4.35
O -1.79 1.39 4.81
N -1.00 0.88 2.47
C -2.16 1.25 1.81
C -3.28 1.95 2.27
C -4.31 2.18 1.38
C -4.24 1.71 0.07
C -3.12 1.01 -0.30
N -2.10 0.79 0.54
H 2.41 6.91 2.53
H 1.51 7.51 3.92
H 0.75 7.46 2.33
H 2.77 4.57 2.75
H 1.93 2.29 3.23
H -1.84 3.91 4.39
H -1.01 6.19 3.93
H -3.33 2.27 3.30
H -5.18 2.72 1.72
H -5.04 1.88 -0.64
H -3.00 0.61 -1.30
Cl -1.86 -7.34 2.53
C -1.20 -5.80 2.12
C -2.05 -4.73 1.84
Cl -3.76 -4.93 1.91
C -1.51 -3.49 1.50
Cl -2.54 -2.15 1.15
C -0.13 -3.25 1.41
O 0.39 -2.11 1.07
C 0.70 -4.36 1.70
Cl 2.41 -4.13 1.62
C 0.17 -5.60 2.04
Cl 1.23 -6.91 2.38
C 1.58 3.44 -0.74
N 2.82 2.71 -0.84
C 3.06 1.70 0.18
P 2.16 0.06 0.21
C 2.47 -0.69 -1.42
C 2.24 -2.06 -1.56
C 2.42 -2.68 -2.78
C 2.83 -1.95 -3.89
C 3.06 -0.59 -3.76
C 2.88 0.04 -2.53
C 3.32 -0.78 1.33
C 3.00 -0.83 2.68
C 3.89 -1.41 3.58
C 5.08 -1.95 3.12
C 5.40 -1.91 1.77
C 4.52 -1.32 0.87
C 3.97 3.43 -1.26
C 4.02 4.82 -1.27
C 5.15 5.49 -1.73
C 6.26 4.78 -2.17
C 6.22 3.40 -2.15
C 5.10 2.72 -1.71
P 0.12 2.34 -1.10
C -1.18 3.62 -1.02
C -1.43 4.20 0.22
C -2.42 5.15 0.37
C -3.19 5.52 -0.73
C -2.96 4.95 -1.97
C -1.95 4.00 -2.12
C 0.31 2.00 -2.88
C 1.03 2.79 -3.78
C 1.15 2.41 -5.11
C 0.54 1.25 -5.56
C -0.19 0.46 -4.68
C -0.29 0.83 -3.35
H 1.57 4.25 -1.45
H 1.41 3.87 0.26
H 2.88 2.11 1.19
H 4.11 1.43 0.15
H 1.92 -2.64 -0.70
H 2.25 -3.75 -2.87
H 2.98 -2.43 -4.85
H 3.37 0.00 -4.62
H 3.04 1.11 -2.46
H 2.06 -0.44 3.04
H 3.64 -1.44 4.63
H 5.77 -2.41 3.82
H 6.32 -2.34 1.41
H 4.76 -1.30 -0.19
H 3.19 5.40 -0.90
H 5.16 6.57 -1.72
H 7.14 5.31 -2.52
H 7.07 2.82 -2.50
H 5.08 1.64 -1.73
H -0.84 3.90 1.09
H -2.61 5.59 1.34
H -3.98 6.26 -0.61
H -3.55 5.24 -2.82
H -1.77 3.56 -3.09
H 1.52 3.69 -3.45
H 1.73 3.02 -5.79
H 0.64 0.95 -6.60
H -0.66 -0.45 -5.02
H -0.83 0.19 -2.65
```

LUMO level = 0.37 eV
HOMO energy = -0.2900 Ha
spin multiplicity = 1
net charge = 0
Kohn-Sham gap = 0.304 hartree
energy above the lowest of the compared OMol25 structures with the same formula, charge and spin = 11.3 kJ/mol

Atomic partial charges in e from the Mulliken method, atoms 1 to 8: 0.66 -1.75 1.27 -0.82 -0.26 -0.61 -0.30 -0.73